Entry 1:
C5H11O2 | ωB97M-V with the def2-TZVPD basis set

Geometry as XYZ:
```
18
C5H11O2 | the OMol25 dataset | ωB97M-V with the def2-TZVPD basis set
C 0.1262 0.8763 1.7431
C -1.2608 0.4513 1.3214
C 0.9552 -0.2201 2.3886
H 0.8011 1.3066 0.9909
H 0.1282 1.7473 2.4179
H -1.8865 0.0987 2.1397
H -1.1181 -0.2799 0.5230
H 1.2673 -1.0602 1.7659
H 1.8133 0.1766 2.9274
H -1.8129 1.2736 0.8591
H 0.3128 -0.7251 3.1349
C -0.2153 -1.0986 -2.8488
C 0.5063 0.2828 -2.9933
O 0.0823 0.9414 -3.9716
O 1.3489 0.6026 -2.1268
H -0.3424 -1.3646 -1.7828
H 0.4761 -1.8910 -3.1594
H -1.1818 -1.1176 -3.3290
```

Summary:
Net charge: -1
Lowest unoccupied orbital energy: 0.1357 hartree

Atomic partial charges in e from the Löwdin method, atoms 1 to 6: number 1, C, carries -0.34; number 2, C, carries -0.12; number 3, C, carries -0.14; number 4, H, carries 0.10; number 5, H, carries 0.09; number 6, H, carries 0.06


Entry 2:
C28H33BrN6O9Sr | ωB97M-V with the def2-TZVPD basis set

Geometry as XYZ:
```
78
C28H33BrN6O9Sr | the OMol25 dataset | ωB97M-V with the def2-TZVPD basis set
Sr -0.2716 0.0168 0.0765
O 0.8877 2.9546 1.6073
C -0.0335 2.5830 0.8715
O -0.9754 1.7301 1.1849
C -0.1118 3.1318 -0.5937
C -1.4788 2.8126 -1.2570
C -1.7082 3.6480 -2.5141
C -0.7248 2.9784 -3.5297
C -0.1094 1.8655 -2.6854
O -1.2427 1.4639 -1.8223
C 0.9059 2.4332 -1.6529
C 1.8455 1.3149 -1.0733
O 2.8921 1.6381 -0.5066
O 1.3962 0.0953 -1.2587
H 0.0574 4.2010 -0.5221
H -2.2968 2.7977 -0.5546
H -1.4955 4.7031 -2.3385
H -2.7364 3.5578 -2.8423
H 0.0391 3.6597 -3.9072
H -1.2566 2.5599 -4.3783
H 0.2651 1.0139 -3.2303
H 1.5685 3.1611 -2.1061
C -0.1660 -2.3796 -2.3778
O -1.0957 -1.6608 -1.5212
C -2.4536 -1.8426 -1.6950
C -2.9947 -2.7152 -2.6041
C -4.3820 -2.7545 -2.7565
Br -5.1170 -3.9418 -4.0336
C -5.2144 -1.9637 -2.0097
C -4.6572 -1.1207 -1.0407
C -3.2966 -1.0623 -0.8876
O -2.6729 -0.2491 0.0519
C -5.5414 -0.2864 -0.1703
N -6.6975 0.2125 -0.4933
C -7.1266 0.8873 0.6761
C -8.3015 1.6112 0.9034
C -8.4883 2.1805 2.1540
C -7.5210 2.0379 3.1744
C -6.3530 1.3298 2.9595
C -6.1945 0.7718 1.6894
N -5.1699 0.0197 1.1223
H -0.3953 -2.1904 -3.4230
H -0.2041 -3.4472 -2.1712
H 0.8196 -1.9884 -2.1513
H -2.3589 -3.3435 -3.2152
H -6.2899 -1.9885 -2.1332
H -3.1754 0.5582 0.2533
H -9.0430 1.7153 0.1127
H -9.3921 2.7481 2.3571
H -7.6955 2.4945 4.1445
H -5.6041 1.2216 3.7403
H -4.4017 -0.3979 1.6163
N 1.5240 -0.0190 1.8976
C 0.7091 -0.5163 3.0270
C 1.4358 -0.4978 4.3739
C 2.9334 -0.8557 4.3994
C 3.3276 -2.2728 3.9934
N 2.3446 -3.2513 4.4545
C 2.3890 -3.9111 5.5770
N 1.3076 -4.6157 5.9884
N 3.4898 -3.8997 6.3551
C -0.0408 -1.8364 2.5879
O -0.1185 -2.8144 3.4052
O -0.5638 -1.7968 1.4443
H 2.4105 -0.4878 1.7923
H 1.7120 0.9818 1.9855
H -0.1147 0.1913 3.1288
H 0.8752 -1.0962 5.0961
H 1.3806 0.5319 4.7306
H 3.3039 -0.6776 5.4119
H 3.4787 -0.1586 3.7524
H 4.3167 -2.5239 4.3652
H 3.3878 -2.3708 2.9130
H 1.4005 -3.1497 4.0101
H 0.4393 -4.5116 5.4867
H 1.2865 -5.0376 6.8966
H 4.3374 -3.5098 5.9932
H 3.5806 -4.5564 7.1058
```

Summary:
Net charge: 0
Lowest unoccupied orbital energy: -0.0140 hartree

Atomic partial charges in e from the Löwdin method, atoms 1 to 6: number 1, Sr, carries 1.70; number 2, O, carries 0.03; number 3, C, carries -0.63; number 4, O, carries -0.28; number 5, C, carries -0.07; number 6, C, carries -0.24


Entry 3:
C57H145N7O19 | ωB97M-V with the def2-TZVPD basis set

Geometry as XYZ:
```
228
C57H145N7O19 | the OMol25 dataset | ωB97M-V with the def2-TZVPD basis set
C 2.2546 0.6577 -3.3005
O 3.6478 0.3390 -3.0969
C 4.5215 1.4334 -3.0841
C 6.0475 1.0621 -2.9501
N 6.8687 2.3050 -3.1806
C 8.2962 2.0074 -3.2725
C 8.7685 1.2033 -4.5002
O 8.3607 -0.1817 -4.3965
C 8.5382 -0.9241 -5.6251
H 1.9228 -0.2674 -3.7719
H 2.0727 1.4691 -4.0053
H 1.6149 0.8481 -2.4388
H 4.2215 2.1124 -2.2860
H 4.4466 2.0608 -3.9723
H 6.1713 0.3375 -3.7549
H 6.2471 0.6166 -1.9755
H 6.7748 2.9216 -2.3862
H 8.6457 1.5496 -2.3471
H 8.9204 2.9009 -3.2824
H 9.8476 1.1787 -4.6517
H 8.3581 1.6938 -5.3829
H 7.9612 -0.4233 -6.4025
H 8.0481 -1.8904 -5.5059
H 9.5805 -1.0526 -5.9170
C -7.6702 -0.4199 0.9384
O -6.8843 -0.0685 2.0414
C -5.8062 -0.9996 2.3401
C -5.5784 -0.9120 3.8252
N -4.6305 -1.9123 4.3007
C -4.4310 -1.8450 5.7401
C -3.5558 -3.0152 6.2128
O -2.2111 -2.8692 5.7268
C -1.5209 -4.1368 5.7335
H -7.1136 -0.5067 0.0052
H -8.3774 0.3933 0.7750
H -8.2513 -1.3278 1.1000
H -4.9417 -0.6424 1.7805
H -5.9818 -2.0220 2.0055
H -6.5433 -1.1342 4.2810
H -5.1891 0.0219 4.2307
H -3.7328 -1.7369 3.8725
H -5.4180 -1.9895 6.1796
H -4.0127 -0.9764 6.2486
H -4.0621 -3.9212 5.8798
H -3.5424 -3.1253 7.2971
H -1.4872 -4.7044 6.6634
H -0.4993 -3.9949 5.3811
H -1.9984 -4.8554 5.0674
C 0.1590 -4.2023 1.3071
O 0.4254 -4.4546 -0.0671
C -0.5828 -4.8410 -0.9629
C 0.0367 -5.4837 -2.2239
N 0.7637 -4.5528 -3.1240
C 1.5804 -5.3168 -4.0268
C 2.7160 -4.5146 -4.6131
O 3.6038 -3.9948 -3.5886
C 4.4301 -2.9741 -4.0771
H 1.0511 -3.8127 1.7973
H -0.0208 -5.1600 1.7955
H -0.6901 -3.5377 1.4668
H -1.1582 -3.9442 -1.1925
H -1.2409 -5.5891 -0.5210
H -0.6587 -6.0380 -2.8541
H 0.7425 -6.2447 -1.8910
H 1.3745 -4.0560 -2.4913
H 1.0629 -5.7176 -4.8984
H 2.0842 -6.1160 -3.4832
H 2.1785 -3.7211 -5.1324
H 3.2649 -5.1436 -5.3139
H 5.0507 -3.2961 -4.9133
H 5.1420 -2.6562 -3.3154
H 3.8613 -2.0638 -4.2667
C 10.3983 6.4302 -1.2369
O 10.1309 5.0530 -1.2673
C 8.9636 4.6276 -0.6195
C 7.7224 5.0680 -1.4598
N 6.4623 4.3804 -1.1427
C 6.0806 4.5425 0.2172
C 4.5969 4.1189 0.4510
O 4.4662 2.7082 0.5206
C 3.1883 2.1880 0.5168
H 11.3703 6.6299 -1.6878
H 10.4217 6.7781 -0.2042
H 9.6873 7.0651 -1.7656
H 8.8734 5.0236 0.3920
H 8.9527 3.5376 -0.6266
H 8.0034 4.8110 -2.4810
H 7.6100 6.1518 -1.4318
H 5.7196 4.6965 -1.7497
H 6.2767 5.5688 0.5277
H 6.6858 4.0112 0.9517
H 3.9441 4.5107 -0.3291
H 4.2157 4.6252 1.3377
H 2.6350 2.5656 -0.3431
H 2.6949 2.4287 1.4584
H 3.1927 1.1038 0.4044
C -1.8651 5.5561 4.1046
O -1.5067 4.2394 4.2701
C -2.5120 3.3648 3.7315
C -2.2390 1.9219 4.2884
N -1.0529 1.2991 3.7319
C -0.6950 0.0986 4.5383
C 0.7011 -0.3965 4.1761
O 1.6126 0.7299 4.3466
C 2.9703 0.5406 3.8904
H -1.8503 5.9370 3.0834
H -1.2417 6.2318 4.6901
H -2.8737 5.7189 4.4845
H -2.5019 3.3453 2.6417
H -3.5315 3.5666 4.0604
H -3.1207 1.3939 3.9253
H -2.2892 1.9033 5.3771
H -0.3182 1.9426 3.9893
H -1.3664 -0.7164 4.2680
H -0.7828 0.1998 5.6200
H 0.6625 -0.6763 3.1233
H 1.0054 -1.2847 4.7298
H 3.4561 1.5150 3.9407
H 3.0301 0.2823 2.8331
H 3.5252 -0.1143 4.5622
C -2.2678 -11.8146 1.5467
O -3.2761 -10.7027 1.4661
C -4.3993 -10.8559 2.3097
C -5.3370 -9.6252 2.1629
N -4.6663 -8.3983 2.5743
C -5.5585 -7.2883 2.3203
C -4.7956 -5.9210 2.5927
O -3.9819 -5.5544 1.4479
C -3.5186 -4.2322 1.3648
H -1.9520 -11.9296 2.5836
H -1.4855 -11.4287 0.8932
H -2.6714 -12.7518 1.1633
H -4.1713 -11.0677 3.3543
H -4.8940 -11.7483 1.9263
H -6.2221 -9.7909 2.7770
H -5.6766 -9.6565 1.1277
H -3.8116 -8.3233 2.0414
H -6.4455 -7.3766 2.9476
H -5.9619 -7.2145 1.3104
H -4.1763 -6.0174 3.4844
H -5.5198 -5.1115 2.6843
H -3.0722 -4.0690 0.3839
H -2.7843 -4.0844 2.1566
H -4.3365 -3.5441 1.5786
C -4.1345 8.2320 2.5233
O -3.6929 7.5097 1.3420
C -4.4416 7.8056 0.0809
C -5.8962 7.1895 0.0281
N -5.9009 5.7729 -0.2910
C -5.5970 4.9970 0.9134
C -5.6524 3.4983 0.6288
O -4.8401 3.1537 -0.4726
C -4.5689 1.7447 -0.5289
H -5.1969 8.1653 2.7580
H -3.8860 9.2889 2.4264
H -3.5957 8.0155 3.4457
H -3.8363 7.4275 -0.7429
H -4.5080 8.8756 -0.1157
H -6.4049 7.6069 -0.8408
H -6.5310 7.5855 0.8207
H -5.1267 5.5365 -0.8950
H -6.2935 5.3091 1.6916
H -4.5976 5.2637 1.2572
H -6.6421 3.0459 0.5649
H -5.2183 3.0470 1.5209
H -5.5100 1.2049 -0.6336
H -4.0561 1.4426 0.3843
H -3.9277 1.4957 -1.3744
C -1.9580 -0.9971 -5.4203
C -1.5087 -1.9551 -4.2934
C -2.6670 -2.6368 -3.6208
O -0.5888 -2.8336 -4.8975
H -2.7260 -0.3095 -5.0660
H -2.4303 -1.5246 -6.2490
H -1.1769 -0.4371 -5.9345
H -0.9916 -1.3866 -3.5203
H -3.4637 -2.9214 -4.3081
H -3.1384 -1.9616 -2.9066
H -2.3356 -3.4485 -2.9733
H -0.2149 -3.4211 -4.2367
C 3.2425 -1.7886 -0.8063
C 3.9596 -2.7142 0.2105
C 5.3321 -3.2831 -0.2471
O 4.2002 -1.9605 1.3604
H 2.2633 -1.4872 -0.4343
H 2.9925 -2.2594 -1.7571
H 3.9306 -0.9735 -1.0304
H 3.3013 -3.5660 0.3809
H 5.8812 -3.7826 0.5511
H 5.9400 -2.4415 -0.5791
H 5.1580 -3.9672 -1.0776
H 4.8311 -1.2702 1.1437
C 0.5736 4.0288 -4.2272
C -0.4545 2.9733 -4.6707
C -1.4490 2.5630 -3.6334
O -1.0762 3.5702 -5.8146
H 0.1642 5.0258 -4.0641
H 1.3783 4.0619 -4.9616
H 1.1061 3.7309 -3.3240
H 0.0322 2.0478 -4.9785
H -1.0531 2.5053 -2.6195
H -2.0549 1.6931 -3.8867
H -2.1051 3.4307 -3.5657
H -1.7046 2.9373 -6.1698
C 0.4657 4.6272 0.6493
C -0.5105 4.8556 -0.4911
C -1.9711 4.9506 0.0053
O -0.2119 6.1262 -1.0938
H 0.6174 5.4523 1.3453
H 1.4407 4.3697 0.2355
H 0.0459 3.8009 1.2230
H -0.4577 4.0429 -1.2155
H -2.5609 5.3140 -0.8362
H -2.1169 5.6533 0.8257
H -2.3275 4.0275 0.4623
H -0.4547 6.8175 -0.4735
C -1.9095 -1.2036 -0.2483
C -1.2909 -0.4970 0.9129
C -0.4291 0.6487 0.4334
O -2.3479 0.0242 1.6947
H -2.5258 -0.5179 -0.8298
H -2.6778 -1.9372 -0.0043
H -1.1980 -1.6322 -0.9542
H -0.6763 -1.2243 1.4435
H -1.0085 1.3829 -0.1263
H 0.4479 0.3067 -0.1162
H 0.0180 1.1896 1.2675
H -1.8948 0.4255 2.4398
```

Summary:
Net charge: 0
Lowest unoccupied orbital energy: 0.0247 hartree
Structure (SMILES): COCCNCCOC.COCCNCCOC.COCCNCCOC.COCCNCCOC.COCCNCCOC.COCCNCCOC.COCCNCCOC.CC(C)O.CC(C)O.CC(C)O.CC(C)O.CC(C)O

Atomic partial charges in e from the Löwdin method, atoms 1 to 6: number 1, C, carries -0.07; number 2, O, carries -0.21; number 3, C, carries -0.23; number 4, C, carries -0.14; number 5, N, carries -0.04; number 6, C, carries -0.22


Entry 4:
C31H44N4P2Zn | ωB97M-V with the def2-TZVPD basis set

Geometry as XYZ:
```
82
C31H44N4P2Zn | the OMol25 dataset | ωB97M-V with the def2-TZVPD basis set
Zn -0.1339 -2.3745 -1.2389
C -0.8370 2.2421 4.2276
C -1.0013 1.2544 3.3312
C -0.5614 1.1639 1.8751
C 0.8059 0.6509 1.3530
C 2.0622 1.2040 2.0290
C 2.0824 2.3835 2.6710
C 1.0024 3.4521 2.8698
C 0.0724 3.4233 4.0994
C 0.1650 -2.9356 1.0035
H -1.2270 2.1954 5.2760
H -1.3364 0.2826 3.6967
H -0.6925 2.0632 1.3073
H -1.2529 0.4647 1.4222
H 0.8381 -0.4502 1.3020
H 0.9522 0.9877 0.2953
H 3.0191 0.7005 1.7615
H 3.0517 2.7355 3.0188
H 0.4440 3.6036 1.9127
H 1.6074 4.3951 3.0502
H 0.6475 3.5133 5.0316
H -0.4383 4.3767 4.0468
H -0.5061 -2.6939 1.8768
H 0.9488 -2.1485 0.9988
H 0.7069 -3.9144 1.0851
P 1.4656 -1.4685 -2.9250
P -1.7130 -1.0910 -2.8001
N 2.8919 -0.3256 -3.0333
N 2.2503 -2.6781 -4.0131
N -1.8886 0.7459 -2.8146
N -3.3450 -1.3506 -3.5162
C 0.5737 -0.5497 -4.2664
C -0.8061 -1.1526 -4.4528
C 3.6331 0.1415 -1.9562
C 4.6044 1.0076 -2.4376
C 4.4593 1.0836 -3.8472
C 3.3978 0.2723 -4.1874
C 2.5282 -3.9877 -3.6416
C 2.9802 -4.6929 -4.7512
C 2.9900 -3.7854 -5.8649
C 2.5691 -2.5600 -5.3779
C -1.8001 1.5106 -1.6482
C -1.7648 2.8568 -1.9929
C -1.8864 2.9429 -3.3999
C -1.9464 1.6466 -3.8845
C -4.1569 -0.5891 -4.3758
C -5.3385 -1.2771 -4.5818
C -5.2328 -2.5203 -3.8821
C -4.0038 -2.5569 -3.2566
H 1.0809 -0.6049 -5.2301
H 0.5671 0.5236 -3.9940
H -1.3660 -0.6096 -5.2279
H -0.7944 -2.2271 -4.7276
H 3.3569 -0.1750 -0.9711
H 5.3240 1.5178 -1.8320
H 5.0527 1.6503 -4.5264
H 2.9419 0.1417 -5.1556
H 2.3554 -4.2659 -2.6233
H 3.2823 -5.7328 -4.7556
H 3.2791 -4.0216 -6.8829
H 2.4675 -1.6504 -5.9510
H -1.7942 1.0213 -0.6939
H -1.6533 3.6730 -1.2956
H -1.9438 3.8524 -3.9825
H -2.0453 1.3527 -4.9295
H -3.8403 0.3622 -4.7758
H -6.1855 -0.9484 -5.1468
H -5.9636 -3.2991 -3.8257
H -3.4939 -3.2846 -2.6513
C -2.1745 0.1793 8.8000
C -0.9102 0.6506 8.0496
C 0.3071 0.5658 9.0128
C -0.6995 -0.0145 6.7533
H -2.1515 -0.8924 9.0076
H -3.0843 0.3769 8.2318
H -2.2639 0.7085 9.7487
H -1.0740 1.7375 7.8358
H 0.5589 -0.4686 9.2553
H 1.2127 1.0290 8.6131
H 0.0716 1.0749 9.9573
H 0.2900 -0.0747 6.3080
H -1.5906 -0.3454 6.2104
```

Summary:
Net charge: 0
Lowest unoccupied orbital energy (alpha / beta): -0.0200 / -0.0358 hartree

Atomic partial charges in e from the Löwdin method, atoms 1 to 6: number 1, Zn, carries 0.43; number 2, C, carries -0.11; number 3, C, carries -0.08; number 4, C, carries -0.20; number 5, C, carries -0.19; number 6, C, carries -0.10


Entry 5:
C5H4FNO | ωB97M-V with the def2-TZVPD basis set

Geometry as XYZ:
```
12
C5H4FNO | the OMol25 dataset | ωB97M-V with the def2-TZVPD basis set
N -1.1574 -2.5350 -1.2377
C -0.7154 -1.4288 -0.8811
C -0.5775 -0.0717 -0.4400
C -1.7597 0.7713 -0.6008
O -2.7758 0.4559 -1.1502
C 0.3874 0.5040 0.3499
C 1.6580 -0.1969 0.7462
F 2.7281 0.7546 0.6911
H -1.5264 1.7738 -0.1164
H 0.0924 1.4830 0.8420
H 2.0048 -0.9488 -0.0037
H 1.6415 -0.5613 1.8008
```

Summary:
Net charge: 0
Lowest unoccupied orbital energy: -0.0437 hartree
Structure (SMILES): N#C/C(C=O)=C\CF

Atomic partial charges in e from the Löwdin method, atoms 1 to 6: number 1, N, carries 0.17; number 2, C, carries -0.12; number 3, C, carries -0.22; number 4, C, carries -0.27; number 5, O, carries 0.10; number 6, C, carries 0.02


Entry 6:
C4H15HgN2O | ωB97M-V with the def2-TZVPD basis set

Geometry as XYZ:
```
23
C4H15HgN2O | the OMol25 dataset | ωB97M-V with the def2-TZVPD basis set
C -4.1039 -1.8311 -2.3643
Hg 0.8892 -2.0421 -2.1909
N 2.4994 0.4982 -2.5443
H -5.0300 -2.4620 -2.0736
H -4.5836 -1.5466 -1.4557
H -3.1761 -1.5718 -1.8208
H -3.7031 -2.7361 -2.8837
H -4.2467 -1.0761 -3.1435
H 3.4610 0.3623 -2.2586
H 1.9737 0.8720 -1.7948
H 2.4353 1.0911 -3.3474
C 2.4904 1.1735 2.0689
N 1.0612 0.8684 1.9817
C 0.2725 0.9097 3.2336
C 0.4749 0.4324 0.8350
O 1.0770 0.2348 -0.2395
H 2.6832 1.4836 3.1019
H 2.7739 2.0047 1.3973
H 3.1464 0.3054 1.8609
H -0.5980 1.5812 3.1404
H -0.0876 -0.1043 3.4892
H 0.9054 1.2744 4.0513
H -0.6143 0.2784 0.9570
```

Summary:
Net charge: -1
Lowest unoccupied orbital energy (alpha / beta): 0.1114 / 0.1130 hartree

Atomic partial charges in e from the Löwdin method, atoms 1 to 6: number 1, C, carries -0.28; number 2, Hg, carries 0.18; number 3, N, carries -0.04; number 4, H, carries 0.00; number 5, H, carries 0.02; number 6, H, carries 0.04


Number 1: largest force on an atom 0.037 hartree/bohr. Number 2: largest force on an atom 0.069 hartree/bohr. Number 3: largest force on an atom 0.052 hartree/bohr. Number 4: largest force on an atom 0.095 hartree/bohr. Number 5: largest force on an atom 0.171 hartree/bohr. Number 6: largest force on an atom 0.077 hartree/bohr.